20
Properties=species:S:1:pos:R:3:forces:R:3 method="wB97M-V/def2-TZVPD" relative_energy_kj_mol=1015.0 largest_force_ev_per_a=5.931
C -1.305 -0.354 -1.475 -3.12 1.21 -3.55
C -0.885 0.009 -0.094 4.40 3.00 -0.52
C -1.099 1.572 -0.040 -0.67 1.04 1.33
C 0.543 0.728 -0.139 3.22 0.43 3.52
C 1.524 -0.474 0.277 -2.60 0.30 0.55
C 0.761 -1.741 -0.071 1.14 -0.69 -1.48
C -0.306 -1.121 0.779 -1.62 -0.87 5.64
H -1.055 0.434 -2.684 -0.01 -2.45 4.18
H -1.208 -1.454 -1.724 -0.63 1.55 0.01
H -2.392 0.037 -1.312 1.08 -1.66 -1.37
H -0.837 1.790 1.058 -1.28 0.74 -1.50
H -1.985 2.058 -0.585 1.08 -0.78 1.10
H 0.884 1.401 0.766 -1.01 -2.13 -0.38
H 2.539 -0.468 0.092 2.29 0.57 0.22
H 1.379 -2.686 0.303 -1.96 1.80 -0.89
H 0.434 -1.670 -1.152 1.14 -1.28 1.13
H -0.814 -1.679 1.646 -0.82 0.10 -2.45
H 1.090 -1.286 2.235 1.19 -2.45 1.24
N 0.762 -0.505 1.780 0.14 2.58 -5.17
O 0.154 1.918 -0.816 -1.97 -0.98 -1.60